Record 1
Density functional theory data (ωB97M-V/def2-TZVPD) for C22H20BaN3O4S3Si as an isolated structure.

Summary:
- LUMO (eV) = 2.2
- total charge = -1
- Kohn-Sham gap (eV) = 7.0501

Element x y z (Å)
Ba -0.11717 -0.69452 0.39607
O -2.21365 2.15339 -2.75677
C -1.32188 1.61028 -1.92177
O -1.50540 1.52061 -0.73002
C -0.07771 1.14961 -2.61115
C 0.09090 1.19987 -3.98348
C 1.26804 0.66849 -4.49670
C 2.19870 0.11386 -3.63711
C 1.92954 0.09609 -2.27069
N 0.81632 0.62291 -1.78450
C 2.87430 -0.61245 -1.27668
O 3.97826 -0.94009 -1.70819
O 2.37037 -0.81453 -0.14233
H -3.00540 2.34535 -2.23181
H -0.67626 1.60843 -4.62278
H 1.44182 0.67256 -5.56564
H 3.12350 -0.32921 -3.97827
S -0.42948 0.22508 3.52201
C -1.35904 -1.22168 3.51919
N -1.58734 -1.98655 2.48615
C -2.39152 -3.06413 2.79660
C -2.82279 -4.02709 1.88252
C -3.63205 -5.05390 2.33123
C -4.01629 -5.13020 3.67266
C -3.60130 -4.17606 4.58390
C -2.78814 -3.13952 4.14032
S -2.12111 -1.79089 5.00446
H -2.53442 -3.94730 0.84170
H -3.97635 -5.80507 1.63183
H -4.65148 -5.94240 4.00327
H -3.90983 -4.23831 5.61964
C -3.68159 -3.59509 -4.62963
Si -2.05139 -2.80407 -5.11559
C -2.28578 -0.99036 -5.55221
C -1.47262 -3.66456 -6.69778
C -0.69909 -3.04518 -3.82974
C 0.45471 -3.74936 -4.14007
C 1.47552 -3.91452 -3.21012
C 1.29367 -3.35031 -1.96378
N 0.19739 -2.67304 -1.62302
C -0.79226 -2.51291 -2.51851
S -2.19026 -1.59322 -2.00644
H -4.37509 -3.57000 -5.47343
H -4.12841 -3.07824 -3.78149
H -3.53184 -4.63928 -4.34691
H -3.00963 -0.88077 -6.36404
H -1.33816 -0.56110 -5.88559
H -2.63335 -0.42904 -4.68661
H -2.23255 -3.54988 -7.47401
H -1.31622 -4.73476 -6.54720
H -0.54373 -3.23896 -7.08275
H 0.57641 -4.17593 -5.13056
H 2.38571 -4.44756 -3.44434
H 2.06641 -3.40635 -1.20489

***

Record 2
Density functional theory data (ωB97M-V/def2-TZVPD) for a 12-piece molecular cluster, C88H196N12O12 overall.

Summary:
- SMILES = CC1(C)CCCC(C)(C)N1O.CC1(C)CCCC(C)(C)N1O.CC1(C)CCCC(C)(C)N1O.CC1(C)CCCC(C)(C)N1O.CC1(C)CCCC(C)(C)N1O.CC1(C)CCCC(C)(C)N1O.CC1(C)CCCC(C)(C)N1O.CC1(C)CCCC(C)(C)N1O.COC[C@H](C)N.COC[C@H](C)N.COC[C@H](C)N.COC[C@H](C)N
- LUMO (eV) = 0.3
- total charge = 0
- Kohn-Sham gap (eV) = 9.0038
- ΔE to the lowest compared entry with this formula, charge and spin (kJ/mol) = 200.7

Element x y z (Å)
C 3.77217 0.46417 4.79914
C 3.78787 1.96585 4.68387
C 2.78966 2.39252 3.64574
C 3.35856 2.53034 6.03546
C 4.46060 2.35630 7.08546
C 5.78463 2.91902 6.59638
C 6.21127 2.36904 5.25355
C 7.32955 3.22531 4.64960
C 6.72233 0.93005 5.39093
N 5.04897 2.68465 4.30728
O 5.45085 2.20734 3.00392
H 4.00326 0.03729 3.81955
H 4.34908 0.04803 5.60740
H 2.70849 0.23738 4.96907
H 1.74562 2.17578 3.94473
H 2.92525 3.48340 3.57854
H 3.05466 1.97056 2.67911
H 3.03133 3.57315 5.88157
H 2.44597 1.97552 6.25497
H 4.20021 2.94774 7.96517
H 4.54019 1.32536 7.42159
H 6.50397 2.66674 7.38028
H 5.67138 4.01921 6.47312
H 7.04186 4.29207 4.70313
H 7.66493 2.94511 3.68218
H 8.10844 3.07927 5.37435
H 6.14340 0.26709 6.00037
H 7.70038 1.04267 5.84827
H 6.80554 0.56609 4.38232
H 5.29512 2.97988 2.45022
C -1.78370 -0.12826 -6.73693
C -3.06952 -0.91230 -6.70261
C -4.22821 0.10551 -6.72268
C -3.17526 -1.95229 -7.82671
C -4.24974 -2.97064 -7.50895
C -4.14810 -3.70733 -6.17519
C -4.05120 -2.63336 -5.02714
C -5.40641 -2.01018 -4.63758
C -3.59362 -3.30674 -3.65380
N -2.88700 -1.76202 -5.43866
O -2.83775 -0.86314 -4.32843
H -0.96454 -0.79838 -6.49311
H -1.62617 0.16572 -7.76680
H -1.79353 0.73324 -6.06940
H -4.25305 0.59417 -5.72337
H -3.92631 0.89792 -7.42116
H -5.22925 -0.28885 -6.94587
H -3.42714 -1.40546 -8.73147
H -2.24674 -2.47670 -8.00768
H -5.19867 -2.48305 -7.66717
H -4.12341 -3.75022 -8.29085
H -3.19292 -4.27450 -6.23801
H -4.97773 -4.38378 -5.93837
H -5.89183 -2.77757 -4.06315
H -6.02732 -1.81597 -5.52188
H -5.27921 -1.09929 -4.05746
H -3.86280 -2.61816 -2.85814
H -2.51005 -3.47771 -3.59073
H -4.10017 -4.26359 -3.50907
H -1.90817 -0.61977 -4.24594
C 2.52107 -6.08587 -1.25964
C 2.85636 -5.01859 -2.29695
C 2.92596 -3.64449 -1.46670
C 4.16806 -5.12301 -3.02496
C 4.26981 -4.14430 -4.14914
C 3.15633 -4.27744 -5.17704
C 1.74977 -4.22613 -4.51629
C 1.27293 -2.68087 -4.30048
C 0.60272 -4.87370 -5.41850
N 1.83784 -5.11685 -3.34235
O 0.54344 -4.94960 -2.71230
H 1.48179 -5.89309 -1.00923
H 2.48674 -7.09961 -1.71090
H 3.12708 -6.13673 -0.35989
H 3.19358 -2.77245 -2.04716
H 2.02224 -3.50592 -0.88683
H 3.70930 -3.78678 -0.70393
H 5.05450 -4.91314 -2.38115
H 4.27260 -6.15523 -3.41147
H 4.21170 -3.13160 -3.71535
H 5.23796 -4.16955 -4.64209
H 3.24153 -5.20970 -5.73656
H 3.26552 -3.42923 -5.89011
H 0.29912 -2.71947 -3.81823
H 1.18422 -2.24065 -5.30791
H 1.98592 -2.02435 -3.76478
H -0.40813 -4.48887 -5.10787
H 0.51502 -5.94132 -5.18196
H 0.72651 -4.60511 -6.47846
H 0.61475 -4.08038 -2.29136
C -10.11529 -3.87307 2.00505
C -8.89912 -4.05492 1.07298
C -8.34136 -5.47178 1.35771
C -9.32820 -3.89805 -0.35560
C -9.65198 -2.44915 -0.77959
C -8.49549 -1.54703 -0.45188
C -7.95487 -1.72612 0.99388
C -6.60967 -1.03773 1.10853
C -9.00212 -1.06095 1.93714
N -7.72204 -3.16972 1.22835
O -7.29128 -3.28813 2.57400
H -9.83386 -3.60229 3.02925
H -10.78978 -3.11872 1.66915
H -10.62356 -4.84495 1.96717
H -8.19294 -5.69371 2.41647
H -9.08941 -6.16644 0.96141
H -7.39777 -5.63608 0.79427
H -8.66980 -4.32933 -1.11303
H -10.24695 -4.49556 -0.28386
H -9.85336 -2.46193 -1.85781
H -10.55997 -2.06066 -0.27267
H -8.73391 -0.54165 -0.71523
H -7.70396 -1.89704 -1.12538
H -6.18580 -1.27662 2.09338
H -6.70747 0.03456 1.01372
H -5.91635 -1.41308 0.36616
H -10.04208 -1.26724 1.71855
H -8.81268 0.02011 1.82613
H -8.87197 -1.27110 3.00128
H -7.96840 -3.06712 3.21227
C 1.10235 -0.25152 1.66261
C 0.24905 0.11350 0.39931
C 1.10251 1.21951 -0.29230
C 0.01884 -1.16463 -0.47151
C -1.08361 -0.98339 -1.47455
C -2.35715 -0.47506 -0.84509
C -2.17914 0.81908 -0.09627
C -2.01229 2.03320 -0.97020
C -3.36628 1.05904 0.83582
N -1.08940 0.59629 0.87902
O -0.77785 1.84478 1.45495
H 0.77156 -1.16706 2.15113
H 2.13807 -0.37517 1.39635
H 1.04441 0.54347 2.40053
H 0.88300 1.22766 -1.37510
H 1.01019 2.16742 0.21866
H 2.16640 0.97612 -0.15478
H 0.97088 -1.57147 -0.87312
H -0.36659 -1.89303 0.26043
H -0.74410 -0.27640 -2.27672
H -1.28049 -1.90844 -2.03295
H -2.80939 -1.24588 -0.20116
H -3.08091 -0.27517 -1.65075
H -1.90586 2.87258 -0.30751
H -2.82568 2.21538 -1.69807
H -1.04481 1.97814 -1.51544
H -4.33987 1.04132 0.29633
H -3.30243 2.04198 1.32992
H -3.37327 0.32733 1.66141
H -1.23619 1.77883 2.31472
C -4.58554 3.34277 6.52328
C -3.14379 2.85784 6.07569
C -3.27802 2.30130 4.61798
C -2.11266 3.99236 5.96582
C -0.68668 3.52271 5.97131
C -0.38267 2.59840 7.10270
C -1.32936 1.43167 7.05683
C -0.97809 0.47181 5.90686
C -1.21407 0.58724 8.40384
N -2.68913 1.96492 7.11247
O -3.60911 0.82174 7.06287
H -5.29904 2.77439 5.92577
H -4.75679 3.12245 7.58072
H -4.72729 4.41833 6.31262
H -3.81105 3.05431 4.01006
H -2.29979 2.13339 4.17842
H -3.78125 1.31455 4.58011
H -2.42798 4.58761 5.10092
H -2.28287 4.63676 6.86881
H -0.41939 3.07493 5.00083
H -0.11029 4.46544 6.05999
H -0.51705 3.14042 8.05728
H 0.62574 2.19087 7.09388
H 0.08411 0.23510 5.95338
H -1.19274 0.94549 4.95920
H -1.61690 -0.40410 6.01616
H -0.18529 0.31749 8.59162
H -1.78998 -0.34589 8.31736
H -1.62086 1.15387 9.24843
H -3.98568 0.84692 7.94933
C 6.60765 1.03388 -3.16861
C 5.55080 0.78461 -4.30594
C 5.73155 -0.65149 -4.72766
C 4.18735 0.98536 -3.61618
C 3.84194 2.44024 -3.37464
C 3.93804 3.20706 -4.67993
C 5.25193 3.09224 -5.38155
C 5.12518 3.61104 -6.79092
C 6.26308 3.91938 -4.69080
N 5.54099 1.64617 -5.46066
O 6.78755 1.57144 -6.16148
H 7.62436 0.91004 -3.51185
H 6.45218 1.93729 -2.60461
H 6.38818 0.16950 -2.52536
H 5.03908 -1.01996 -5.46355
H 6.71939 -0.67215 -5.16395
H 5.73176 -1.32268 -3.85288
H 3.41683 0.53822 -4.25627
H 4.14236 0.45404 -2.67018
H 2.82707 2.52193 -2.94707
H 4.53100 2.85942 -2.60478
H 3.73699 4.25351 -4.57986
H 3.22414 2.79847 -5.35575
H 6.08608 3.85516 -7.24666
H 4.60615 4.55878 -6.78214
H 4.64310 2.84051 -7.41282
H 7.27418 3.71582 -5.06410
H 6.24611 3.73673 -3.61685
H 6.04322 4.98455 -4.82934
H 6.57184 1.14975 -7.00673
C 0.57875 4.96528 1.66231
C 0.46448 6.05399 0.66191
C 1.54487 5.82970 -0.38178
C -0.93067 5.99927 0.02093
C -2.05434 6.50402 0.91759
C -1.77751 7.92882 1.31453
C -0.38356 8.03934 1.96474
C 0.06782 9.50387 2.01002
C -0.51317 7.48174 3.36564
N 0.60049 7.39347 1.09034
O 1.83417 7.44681 1.80220
H 1.44098 5.20913 2.31544
H -0.29652 4.77676 2.28019
H 0.77186 4.03125 1.09370
H 2.47082 5.53821 0.07015
H 1.16761 5.04023 -1.06531
H 1.71379 6.76272 -0.95110
H -0.86534 6.64432 -0.86445
H -1.14048 4.98235 -0.23704
H -2.93542 6.43337 0.26153
H -2.24033 5.79019 1.72772
H -2.53069 8.31236 2.01887
H -1.88105 8.58526 0.44721
H 0.40436 9.89815 1.05044
H 0.90708 9.52620 2.71968
H -0.68326 10.19675 2.43699
H -0.98033 6.49118 3.33506
H -1.22099 8.16242 3.87688
H 0.41780 7.38107 3.91038
H 2.25709 8.25546 1.49154
C -3.05088 -2.45052 2.95162
O -2.46259 -3.65149 3.25067
C -1.35455 -3.90040 2.37789
C -0.95201 -5.36190 2.55004
C 0.26987 -5.75085 1.74100
N -2.02962 -6.33522 2.21803
H -2.29151 -1.64071 2.90901
H -3.73213 -2.28591 3.79656
H -3.69725 -2.49511 2.07451
H -1.55801 -3.65682 1.32036
H -0.52607 -3.23859 2.65290
H -0.87040 -5.47563 3.64628
H 0.05203 -5.65293 0.68076
H 0.56300 -6.77951 1.96416
H 1.17216 -5.15885 2.01055
H -2.33098 -6.26654 1.25246
H -2.81243 -5.92487 2.71285
C 3.49021 -3.20979 2.82272
O 4.00071 -4.56278 2.62149
C 5.38783 -4.61643 2.66824
C 5.84341 -5.96918 2.38263
C 5.41642 -6.91176 3.58026
N 7.28345 -5.97828 2.09136
H 2.42706 -3.17361 2.64970
H 4.10910 -2.63917 2.15809
H 3.81382 -2.96553 3.81229
H 5.81847 -3.94494 1.90675
H 5.79965 -4.29288 3.65667
H 5.41237 -6.22374 1.40975
H 5.72773 -6.46136 4.54559
H 5.86344 -7.88597 3.55165
H 4.33228 -7.01604 3.60767
H 7.84696 -6.00038 2.92899
H 7.44536 -5.11615 1.62797
C -5.96817 4.06420 -6.58158
O -6.05851 3.29752 -5.40726
C -5.29923 3.87028 -4.32425
C -5.64087 3.10208 -3.07079
C -6.16930 1.72019 -3.41312
N -6.53013 3.94223 -2.25670
H -6.39667 3.40041 -7.34391
H -4.90447 4.22643 -6.83279
H -6.53586 4.96831 -6.59811
H -4.19665 3.79895 -4.48214
H -5.49413 4.94530 -4.21072
H -4.68113 3.00674 -2.57265
H -6.60079 1.28315 -2.48438
H -5.48880 1.05125 -3.97197
H -7.05028 1.81713 -4.08339
H -7.32938 4.39336 -2.69089
H -6.70860 3.66693 -1.29119
C 5.02962 -0.67405 -0.06547
O 5.91871 -1.58693 -0.73974
C 7.23076 -1.59696 -0.14468
C 8.11758 -2.58198 -0.89946
C 8.36213 -2.15045 -2.31495
N 7.50392 -3.93964 -0.75090
H 4.86483 -1.01372 0.97592
H 4.15702 -0.66665 -0.70872
H 5.53509 0.33033 -0.08537
H 7.73268 -0.60780 -0.20335
H 7.21048 -1.92659 0.92233
H 9.03779 -2.62566 -0.30518
H 8.92184 -2.95280 -2.88563
H 9.03407 -1.24489 -2.33855
H 7.45074 -1.92551 -2.87647
H 6.69217 -3.96624 -1.36053
H 8.14910 -4.61173 -1.10938

***

Record 3
Density functional theory data (ωB97M-V/def2-TZVPD) for C8H14N2PSTc as an isolated structure.

Summary:
- expectation value of S² = 3.7873
- LUMO (alpha / beta) (eV) = -4.2 / -4.3
- total charge = +1
- Kohn-Sham gap (alpha / beta) (eV) = 6.4266 / 6.2963
- spin multiplicity = 4
- ΔE to the lowest compared entry with this formula, charge and spin (kJ/mol) = 347.5

Element x y z (Å)
C -0.94733 -1.95223 0.32236
C -1.17456 -2.51953 -0.96956
C -2.46539 -2.06648 -1.35543
C -3.21227 -1.63845 -0.21429
C -2.20816 -1.36818 0.79483
Tc 0.50394 1.14773 1.11685
P 2.42352 0.05337 0.84290
H -0.02663 -1.89093 0.89987
H -0.43639 -3.02756 -1.58563
H -2.88594 -2.19800 -2.37062
H -2.30194 -0.71466 1.66458
H -4.25626 -1.30911 -0.21194
H 3.29084 0.47883 -0.20294
H 2.58460 -1.36086 0.62765
H 3.39130 0.06945 1.87592
S -0.50003 1.57213 -0.83733
C 0.55110 2.94901 -0.79503
N 0.71873 3.82189 0.21051
C 1.67562 4.86617 -0.12458
C 2.20201 4.42380 -1.48280
N 1.35992 3.28851 -1.81949
H 0.23640 3.78313 1.11104
H 2.44164 4.93486 0.64675
H 1.15254 5.82318 -0.17837
H 3.24991 4.11474 -1.45451
H 2.09472 5.21002 -2.23027
H 1.56585 2.63645 -2.57210